This record from the OMol25 dataset describes a 4-piece molecular cluster, C54H36ClNO10 overall. The level of theory is ωB97M-V/def2-TZVPD.

CARTESIAN COORDINATES (ANGSTROEM)
O: 0.7187 5.1465 4.3270
C: 1.2500 4.8139 3.2902
C: 2.6194 5.3347 2.8570
C: 2.9922 6.5369 3.7440
C: 4.1688 7.3660 3.2502
O: 4.3800 8.3596 4.3056
C: 5.2258 7.7277 5.1804
O: 5.0897 7.5430 6.3508
O: 6.2735 7.2895 4.3717
C: 5.6208 6.7480 3.2433
Cl: 5.7872 4.9713 3.4051
N: 0.5897 3.8825 2.4485
C: 1.3585 2.7146 2.0762
C: 1.1081 1.5275 2.7584
C: 1.8143 0.4148 2.3833
C: 2.7367 0.4539 1.3665
C: 2.9948 1.6252 0.7064
C: 2.2946 2.7510 1.0812
H: 3.2985 4.4846 2.9523
H: 2.5336 5.6451 1.8094
H: 2.1228 7.2037 3.7376
H: 3.0960 6.1932 4.7763
H: 4.0460 7.9790 2.3574
H: 6.0791 7.0767 2.3105
H: -0.2025 3.5456 2.9875
H: 0.3787 1.4976 3.5623
H: 1.6375 -0.5202 2.9088
H: 3.2662 -0.4603 1.1165
H: 3.7156 1.6599 -0.1018
H: 2.5026 3.6811 0.5602
O: 1.6116 -0.5436 -2.1778
C: 0.7750 -1.2093 -2.7511
C: -0.2680 -1.9376 -1.9802
C: -0.2896 -1.8304 -0.5950
C: -1.2786 -2.4721 0.1318
C: -2.2512 -3.2226 -0.5217
C: -2.2240 -3.3458 -1.9009
C: -1.2301 -2.7094 -2.6346
C: -1.2014 -2.8629 -4.1125
O: -2.0075 -3.5782 -4.6789
C: -0.1730 -2.1192 -4.8866
C: -0.1544 -2.2229 -6.2728
C: 0.7781 -1.5095 -7.0068
C: 1.6962 -0.6890 -6.3597
C: 1.6907 -0.5930 -4.9777
C: 0.7613 -1.3100 -4.2358
H: 0.4634 -1.2416 -0.0867
H: -1.2969 -2.3841 1.2106
H: -3.0301 -3.7131 0.0476
H: -2.9776 -3.9333 -2.4080
H: -0.8705 -2.8571 -6.7783
H: 0.7886 -1.5884 -8.0862
H: 2.4183 -0.1252 -6.9360
H: 2.4073 0.0429 -4.4757
O: -4.7363 -1.0295 -7.3292
C: -5.2685 -1.9518 -7.9134
C: -4.7842 -3.3475 -7.7368
C: -3.7219 -3.5918 -6.8735
C: -3.2870 -4.8951 -6.6715
C: -3.9126 -5.9492 -7.3323
C: -4.9598 -5.7054 -8.2055
C: -5.3963 -4.4052 -8.4158
C: -6.5100 -4.1543 -9.3689
O: -7.0067 -5.0655 -9.9995
C: -7.0079 -2.7603 -9.5292
C: -8.0713 -2.5113 -10.3883
C: -8.5651 -1.2246 -10.5226
C: -7.9987 -0.1802 -9.7984
C: -6.9300 -0.4213 -8.9514
C: -6.4271 -1.7097 -8.8169
H: -3.2434 -2.7735 -6.3602
H: -2.4699 -5.0920 -6.0012
H: -3.5791 -6.9654 -7.1641
H: -5.4407 -6.5263 -8.7205
H: -8.5146 -3.3240 -10.9478
H: -9.3960 -1.0332 -11.1894
H: -8.3920 0.8234 -9.8977
H: -6.4881 0.3917 -8.3912
O: 0.1409 -0.7234 7.0998
C: 1.1866 -0.6216 7.7095
C: 2.0289 0.5968 7.5782
C: 1.6021 1.6392 6.7663
C: 2.3554 2.7888 6.6594
C: 3.5473 2.9174 7.3662
C: 3.9880 1.8780 8.1697
C: 3.2350 0.7122 8.2740
C: 3.7301 -0.4044 9.1234
O: 4.8027 -0.3286 9.6861
C: 2.8769 -1.6160 9.2724
C: 3.3058 -2.6544 10.0897
C: 2.5081 -3.7731 10.2626
C: 1.2773 -3.8595 9.6194
C: 0.8516 -2.8333 8.7929
C: 1.6503 -1.7107 8.6117
H: 0.6758 1.5598 6.2132
H: 2.0126 3.5983 6.0257
H: 4.1311 3.8259 7.2878
H: 4.9160 1.9716 8.7175
H: 4.2605 -2.5854 10.5934
H: 2.8423 -4.5794 10.9028
H: 0.6513 -4.7307 9.7631
H: -0.1040 -2.9027 8.2908

As for the frontier orbital gap: 8.0 eV. Its SMILES is O=C(CC[C@H]1OC(=O)O[C@H]1Cl)Nc1ccccc1.O=C1c2ccccc2C(=O)c2ccccc21.O=C1c2ccccc2C(=O)c2ccccc21.O=C1c2ccccc2C(=O)c2ccccc21.


This record from the OMol25 dataset describes a 4-piece molecular cluster, C6H11NS overall. The level of theory is ωB97M-V/def2-TZVPD.

CARTESIAN COORDINATES (ANGSTROEM)
C: -0.4504 -2.0918 0.9497
C: -0.6275 -0.5746 0.9630
C: 0.6716 0.2074 0.8995
C: 0.3968 1.4415 0.0721
C: 0.3595 1.4298 -1.4017
C: -0.8991 1.1699 -0.5837
H: 1.1375 -2.4662 1.3606
H: -1.4512 -2.7361 1.7705
H: -0.7604 -2.5625 -0.5366
H: -1.1448 -0.0096 1.9218
H: 1.1777 0.4020 1.8625
H: 1.3520 -0.4219 0.0167
H: 0.9042 2.5238 0.0838
H: 0.5533 2.2345 -1.9289
H: 2.7427 0.4958 -1.6537
H: -1.8870 1.6410 -0.9219
H: -2.2304 -0.4712 -0.1456
N: -1.1339 -0.3162 -0.3091
S: 1.2893 0.1044 -2.4190

As for the frontier orbital gap: 9.2 eV. The calculation puts the energy relative to the best compared isomer or geometry (same formula, charge and spin) at 1004.4 kJ/mol.


This record from the OMol25 dataset describes C31H45Br51NO3 as an isolated structure. The level of theory is ωB97M-V/def2-TZVPD.

CARTESIAN COORDINATES (ANGSTROEM)
C: 4.7460 -3.7341 0.9162
C: 3.7672 -2.4113 0.9039
C: 4.5818 -1.0023 1.1209
C: 3.5958 0.2661 1.5868
C: 2.9911 -0.1492 3.0418
C: 2.5040 0.5743 0.4052
O: 3.3081 1.2358 -0.6765
C: 2.4499 1.7099 -1.7660
C: 1.5872 2.9872 -1.1135
N: 0.5654 2.3014 -0.1974
C: 1.1788 1.4158 0.8614
C: 0.0490 0.4001 1.4729
C: -1.5027 0.8850 1.3478
O: -2.1705 -0.0175 0.3852
C: -2.7881 -1.1783 1.1040
O: -3.9576 -1.0016 1.7769
C: -2.1816 -2.7069 1.1044
C: -1.7360 -3.2345 -0.4086
H: 5.8147 -3.3581 0.5697
H: 4.3173 -4.4802 0.1053
H: 4.7283 -4.1646 2.0086
H: 2.8293 -2.5452 1.6169
H: 3.3073 -2.3591 -0.1959
H: 5.3060 -1.1673 2.0470
H: 5.2825 -0.7010 0.2217
H: 4.2757 1.2268 1.7571
H: 2.5464 0.7522 3.6728
H: 2.1095 -0.9096 2.8711
H: 3.8235 -0.7001 3.6782
H: 2.0981 -0.4248 -0.1071
H: 1.7231 0.8904 -2.1857
H: 3.1464 2.2009 -2.5836
H: 2.2838 3.7454 -0.5578
H: 1.0064 3.5453 -1.9806
H: 0.0600 3.0742 0.3059
H: -0.0791 1.7823 -0.8678
H: 1.5174 2.1329 1.7457
H: 0.2775 0.3064 2.6415
H: 0.2029 -0.6971 1.0465
H: -1.6741 2.0238 1.1535
H: -2.0169 0.6575 2.4020
H: -3.0569 -3.4475 1.4370
H: -1.3245 -2.8769 1.9125
H: -1.7728 -2.3139 -1.1427
H: -0.6894 -3.7648 -0.4284
H: -2.5582 -3.9968 -0.8067
C: -6.1967 -3.7559 -0.1723
Br: -6.8469 -2.1336 -1.0264
Br: -7.6565 -4.8988 0.4168
Br: -4.9378 -4.7149 -1.3035
H: -5.6498 -3.4478 0.7249
C: -5.4483 -0.7034 5.2795
Br: -4.4670 -2.3239 4.8377
Br: -7.3396 -1.0576 5.5651
Br: -4.6526 0.2368 6.7852
H: -5.3749 -0.0387 4.4125
C: 6.6180 0.6442 5.8356
Br: 6.0181 -1.1316 5.3152
Br: 7.6527 1.5001 4.4282
Br: 5.1410 1.7620 6.4299
H: 7.2877 0.5171 6.6926
C: -4.3303 -0.6775 -4.2121
Br: -3.1110 0.7572 -3.7234
Br: -5.4568 -0.1879 -5.7205
Br: -3.3902 -2.3517 -4.5242
H: -4.9942 -0.8384 -3.3562
C: 4.7517 2.1779 -5.6719
Br: 5.7330 0.5574 -6.1138
Br: 2.8604 1.8237 -5.3863
Br: 5.5474 3.1182 -4.1663
H: 4.8251 2.8426 -6.5389
C: 3.5233 6.8934 -3.0267
Br: 4.8482 6.2021 -1.7814
Br: 4.1807 6.8926 -4.8574
Br: 1.8239 5.9601 -2.8674
H: 3.3414 7.9378 -2.7527
C: 1.1940 1.2777 7.8278
Br: 1.5222 0.5260 9.5917
Br: -0.7060 1.3620 7.4189
Br: 2.0597 3.0054 7.6046
H: 1.6476 0.5964 7.1004
C: 8.3517 0.2830 -2.5433
Br: 9.3330 -1.3375 -2.9852
Br: 6.4604 -0.0712 -2.2578
Br: 9.1474 1.2233 -1.0377
H: 8.4251 0.9477 -3.4104
C: -9.4307 1.8158 -5.2527
Br: -8.6430 0.4508 -4.1123
Br: -10.5254 3.0634 -4.2381
Br: -8.0861 2.7333 -6.3179
H: -10.0973 1.3018 -5.9530
C: -10.7995 1.4228 -9.6578
Br: -10.0119 0.0577 -8.5174
Br: -11.8942 2.6703 -8.6433
Br: -9.4550 2.3402 -10.7230
H: -11.4662 0.9088 -10.3581
C: 0.4930 6.6710 6.9028
Br: -0.3515 6.2114 5.2118
Br: 2.4026 6.9800 6.6979
Br: -0.3935 8.1692 7.7710
H: 0.3783 5.8052 7.5632
C: 3.2970 -3.6589 6.2310
Br: 4.0426 -5.0908 7.3162
Br: 2.6234 -4.3163 4.5286
Br: 1.9494 -2.6435 7.1991
H: 4.1166 -2.9686 6.0055
C: 11.3970 -4.0126 -0.5275
Br: 12.1426 -5.4446 0.5577
Br: 10.7234 -4.6700 -2.2299
Br: 10.0494 -2.9973 0.4406
H: 12.2166 -3.3224 -0.7530
C: 2.8930 -7.8884 -0.6695
Br: 2.0485 -8.3481 -2.3605
Br: 4.8026 -7.5794 -0.8744
Br: 2.0065 -6.3903 0.1987
H: 2.7783 -8.7542 -0.0091
C: -5.5070 -6.2281 6.9882
Br: -6.3515 -6.6877 5.2972
Br: -3.5974 -5.9191 6.7833
Br: -6.3935 -4.7299 7.8565
H: -5.6217 -7.0939 7.6487
C: -2.2838 2.8452 -7.1776
Br: -2.5719 4.7319 -7.5539
Br: -2.4192 1.7576 -8.7847
Br: -0.6077 2.5423 -6.2377
H: -3.0885 2.5264 -6.5070
C: -10.5619 6.6630 -6.4512
Br: -12.4313 6.2294 -6.7697
Br: -9.4085 5.9696 -7.8558
Br: -10.2983 8.5703 -6.1738
H: -10.2712 6.1616 -5.5222

As for the frontier orbital gap: 8.3 eV. Its charge is +1.


This record from the OMol25 dataset describes C12H21N11PtS4 as an isolated structure. The level of theory is ωB97M-V/def2-TZVPD.

CARTESIAN COORDINATES (ANGSTROEM)
Pt: 0.3975 0.4518 -4.1438
S: 2.8763 3.6576 -2.1451
C: 1.9918 2.5169 -2.9808
S: 2.5161 0.9465 -3.4859
S: 0.3136 2.5941 -3.3878
N: -1.6158 -2.1682 -5.0715
C: -2.2349 -0.9650 -4.8139
N: -3.5460 -0.8013 -4.8614
N: -3.7195 0.5119 -4.5841
N: -2.5894 1.0898 -4.3845
N: -1.6054 0.1699 -4.5244
C: -0.2720 -2.4335 -4.9237
N: 0.2477 -3.6394 -5.0758
N: 1.5734 -3.4486 -4.8828
N: 1.8254 -2.2139 -4.6323
N: 0.6598 -1.5248 -4.6510
H: -2.2129 -2.9531 -5.2541
C: -3.5392 0.4498 5.2014
C: -2.3772 -0.4381 4.7741
C: -2.1252 -0.3942 3.2733
C: -0.9644 -1.2921 2.8440
N: -0.6812 -1.2682 1.4312
C: -0.0423 -0.2691 0.7384
S: 0.0081 -0.2696 -0.9155
N: 0.5770 0.6647 1.5064
C: 1.2132 1.8701 0.9837
C: 2.6248 2.0469 1.5344
C: 3.6849 1.2183 0.8098
C: 3.4952 -0.2927 0.9015
H: -3.7097 0.4074 6.2787
H: -4.4629 0.1478 4.7036
H: -3.3516 1.4912 4.9326
H: -2.5715 -1.4718 5.0801
H: -1.4681 -0.1338 5.3038
H: -1.9232 0.6344 2.9581
H: -3.0253 -0.7006 2.7321
H: -1.1826 -2.3269 3.1213
H: -0.0612 -1.0309 3.4069
H: -1.1801 -1.8931 0.8207
H: 0.3995 0.6637 2.4962
H: 0.5860 2.7361 1.2167
H: 1.2429 1.7860 -0.1028
H: 2.6302 1.8169 2.6107
H: 2.8907 3.1034 1.4425
H: 4.6692 1.4912 1.2073
H: 3.6842 1.5142 -0.2424
H: 3.3822 -0.6249 1.9399
H: 4.3551 -0.8107 0.4721
H: 2.6167 -0.6161 0.3422

As for the frontier orbital gap: 5.4 eV. The calculation puts the energy relative to the best compared isomer or geometry (same formula, charge and spin) at 5.8 kJ/mol. Its charge is -2.


This record from the OMol25 dataset describes an isolated ion of composition C4H8IN2 and charge +1. The level of theory is ωB97M-V/def2-TZVPD.

CARTESIAN COORDINATES (ANGSTROEM)
C: 1.8323 2.1335 0.3600
C: 0.9918 1.6114 -0.6874
N: 0.3419 0.5243 -0.6475
C: -0.0638 -0.6749 -0.4473
N: -1.2510 -1.0516 -0.0262
C: -1.5602 -2.4254 0.2792
I: -2.8890 0.4148 0.3044
H: 1.2035 2.6545 1.0140
H: 2.3013 1.4406 1.0065
H: 2.5006 2.8653 0.1077
H: 1.0169 2.3186 -1.5872
H: 0.5239 -1.4827 -0.8561
H: -2.6776 -2.5582 0.1385
H: -1.3870 -2.7088 1.3814
H: -0.8834 -3.0614 -0.3400

As for the frontier orbital gap: 8.1 eV. Its SMILES is C/C=N\C=[N+](\C)I. The calculation puts the energy relative to the best compared isomer or geometry (same formula, charge and spin) at 239.0 kJ/mol. Its charge is +1.


This record from the OMol25 dataset describes C6H10O6Sm as an isolated structure. The level of theory is ωB97M-V/def2-TZVPD.

CARTESIAN COORDINATES (ANGSTROEM)
O: -1.2019 -1.6549 -1.9824
C: -1.5030 -0.7317 -1.3091
O: -1.2001 -0.4798 -0.0232
C: -0.2731 -1.4128 0.6409
C: 0.1252 -0.9276 2.0134
C: 0.9432 0.3682 2.1192
C: 1.8917 0.6765 0.9810
O: 2.8420 -0.3886 0.8471
C: 3.7520 -0.2546 -0.1020
O: 3.8581 0.6829 -0.8559
O: 4.5330 -1.3269 -0.0966
H: 0.5824 -1.5231 -0.0337
H: -0.8104 -2.3645 0.7089
H: 0.7094 -1.7665 2.4182
H: -0.7671 -0.8503 2.6509
H: 1.5037 0.3422 3.0634
H: 0.2779 1.2391 2.1965
H: 2.4320 1.6099 1.1841
H: 1.3632 0.7953 0.0249
H: 5.1909 -1.2472 -0.7992
Sm: -3.0104 1.4443 0.1733
O: -2.4639 0.1846 -1.5810
H: -2.9268 0.0217 -2.4288

Its spin multiplicity is 7. As for the frontier orbital gap (spin up / spin down): 6.0 / 6.2 eV. Its charge is +2.


In order of appearance, largest force on an atom = 1.896, 7.193, 9.127, 0.647, 2.785, 3.357 eV/Å.